(1)
The following is a DFT calculation (ωB97M-V/def2-TZVPD) of a structure of composition C28H31Cl3HfO2Si.

XYZ file:
```
66
Properties=species:S:1:pos:R:3:forces:R:3:mulliken_charge:R:1
C 3.19543 -1.96705 -2.89556 -1.247 -0.853 -0.286 0.293
C 2.30147 -1.65096 -3.95940 -0.219 -0.742 1.043 0.579
C 1.26803 -2.62450 -3.96808 0.853 -0.135 0.908 0.487
C 2.39885 -0.52878 -4.91420 0.019 0.301 -0.337 -1.328
C 1.53723 -3.56409 -2.93592 0.736 1.295 -0.380 0.117
C 2.71816 -3.14956 -2.26190 -0.554 0.693 -1.246 0.580
C 3.33201 -3.84557 -1.11852 0.299 -0.307 0.437 -1.382
C 4.40290 -1.21703 -2.50187 0.517 0.090 0.199 -1.619
C 0.11570 -2.64468 -4.88686 -0.227 -0.038 -0.338 -1.496
C 0.72570 -4.75344 -2.62117 -0.122 -0.366 0.085 -1.412
Hf -0.10909 0.37062 -1.22983 3.086 -3.115 1.865 0.705
Cl -1.05717 1.33631 -2.93709 -1.987 2.024 -3.291 -0.474
Cl 2.16046 0.86941 -1.23265 0.142 0.339 0.084 -0.427
Cl -0.68397 -1.88440 -1.18047 -0.287 -0.220 0.103 -0.447
H 3.28400 0.08275 -4.71342 -0.067 0.047 -0.075 0.380
H 1.51680 0.12969 -4.87008 0.076 0.098 -0.151 0.153
H 2.47206 -0.90441 -5.94741 0.022 0.235 -0.067 0.262
H -0.25340 -1.63012 -5.08783 -0.096 -0.046 -0.108 0.260
H -0.71102 -3.22864 -4.46797 -0.062 0.039 -0.088 0.320
H 0.38513 -3.09855 -5.85245 -0.243 0.018 -0.209 0.248
H -0.34030 -4.56595 -2.79761 -0.055 -0.132 0.053 0.318
H 0.85717 -5.04508 -1.57384 -0.104 -0.071 -0.035 0.334
H 1.02201 -5.61070 -3.24409 -0.169 -0.193 0.075 0.243
H 2.55127 -4.24270 -0.45502 0.308 0.063 0.090 0.327
H 3.96014 -3.17785 -0.52056 -0.252 -0.107 0.160 0.362
H 3.95201 -4.69324 -1.45146 0.038 -0.122 0.077 0.174
H 4.34510 -0.17105 -2.82324 0.127 -0.023 0.066 0.305
H 5.31045 -1.65771 -2.94328 0.131 0.147 0.041 0.292
H 4.52448 -1.23997 -1.41161 0.050 0.126 -0.092 0.346
O 3.38631 -1.90070 1.57355 -0.659 0.815 0.072 -1.062
H 2.77215 -1.18163 1.29068 0.663 -0.701 0.231 0.078
O -0.79904 1.08544 0.35747 -1.280 1.056 1.619 1.114
Si -1.49442 1.67421 1.76542 1.244 -1.202 -1.207 -0.894
C -2.97222 0.58631 2.07145 -0.328 0.240 0.074 0.749
C -4.21917 1.15310 2.36489 -0.315 -0.519 0.103 -0.402
C -5.34607 0.33478 2.52989 0.277 -0.072 -0.007 -0.587
C -5.22669 -1.05757 2.42978 0.153 0.392 -0.093 -0.404
C -3.98163 -1.62260 2.14942 0.177 0.047 -0.020 -0.858
C -2.86093 -0.80670 1.95646 -0.328 -0.212 0.101 -0.048
C -0.16007 1.42987 3.03108 -0.049 0.360 0.182 0.828
C 0.63221 2.51545 3.42654 0.162 -0.150 0.422 -0.164
C 1.65356 2.33499 4.36631 -0.088 -0.086 -0.084 -0.577
C 1.92006 1.06148 4.88105 -0.349 0.120 -0.333 -0.466
C 1.17105 -0.03266 4.43696 -0.052 -0.088 -0.088 -0.562
C 0.13247 0.14895 3.51817 0.208 0.144 0.364 -0.205
C -1.88312 3.45164 1.40198 -0.285 0.328 0.288 0.096
C -1.84476 3.92483 0.08260 0.047 0.283 -0.022 -0.102
C -2.03833 5.28255 -0.18938 -0.090 -0.155 0.065 -0.611
C -2.33337 6.17194 0.84587 0.067 -0.237 0.070 -0.386
C -2.41064 5.70266 2.16072 0.049 -0.281 0.018 -0.693
C -2.17394 4.34829 2.44286 -0.097 0.512 -0.432 0.090
H -4.31156 2.23835 2.47038 -0.038 -0.331 -0.113 0.285
H -6.31540 0.78552 2.73214 0.126 -0.083 -0.003 0.358
H -6.10582 -1.69431 2.54696 0.250 0.182 0.004 0.348
H -3.87295 -2.70728 2.07183 -0.054 0.350 -0.017 0.382
H -1.90148 -1.27227 1.71100 -0.362 0.173 -0.028 0.200
H 0.44048 3.50783 3.00375 0.117 -0.322 0.222 0.292
H 2.24272 3.19427 4.69063 -0.077 -0.237 -0.093 0.340
H 2.72251 0.91856 5.60400 -0.170 0.014 -0.205 0.338
H 1.40181 -1.04040 4.79103 0.000 0.369 -0.190 0.353
H -0.44873 -0.71359 3.17893 0.317 0.287 0.204 0.026
H -1.64734 3.23870 -0.74941 -0.017 0.276 0.417 0.111
H -1.95690 5.63580 -1.21928 -0.080 -0.060 0.301 0.389
H -2.49898 7.22794 0.62394 0.057 -0.278 0.106 0.354
H -2.64255 6.38857 2.97543 0.054 -0.110 -0.190 0.350
H -2.21078 3.99495 3.47826 0.040 0.132 -0.318 0.439
```
Forces are in eV/Å.

## Properties
Highest occupied orbital energy   0.50 eV
Maximum force   4.765 eV Å⁻¹
Charge   -2

***

(2)
The following is a DFT calculation (ωB97M-V/def2-TZVPD) of a structure of composition C28H31ClN6O6PdSTe.

XYZ file:
```
75
Properties=species:S:1:pos:R:3:forces:R:3:mulliken_charge:R:1
Pd 0.15265 -0.41837 0.28850 0.504 -0.888 -0.587 -0.095
S 5.48119 -0.74708 5.64268 0.075 -0.033 0.078 0.223
N 3.90161 -0.45813 5.76365 0.103 -0.009 -0.186 -0.636
C 3.43545 -0.42436 4.52354 -0.417 0.069 0.107 0.986
C 2.04427 -0.19249 4.15180 0.294 -0.033 0.330 0.142
C 1.01463 0.00419 5.07446 0.025 0.014 0.080 -0.871
C -0.26764 0.20249 4.61454 -0.010 0.013 0.013 -0.862
C -0.49584 0.20153 3.24331 0.059 0.076 -0.032 -0.076
N 0.48191 0.02354 2.36354 -0.452 -0.112 0.249 0.593
C 1.73592 -0.18460 2.80045 0.082 0.019 -0.328 -0.413
C 2.76217 -0.41277 1.78164 -0.386 0.102 -0.034 -0.144
N 2.35627 -0.39950 0.49952 0.130 0.053 -0.117 0.555
C 3.23335 -0.61989 -0.47447 -0.040 -0.018 0.161 -0.397
C 4.57825 -0.85629 -0.20794 0.010 0.004 -0.026 -1.093
C 5.00880 -0.86902 1.10024 0.103 -0.024 0.009 -0.613
C 4.08629 -0.64327 2.12241 0.292 -0.040 0.377 0.106
C 4.42298 -0.64293 3.54267 0.122 -0.046 -0.449 0.974
N 5.63404 -0.84237 4.04258 -0.170 0.056 0.096 -0.647
H 1.24215 -0.00790 6.13307 -0.007 -0.008 -0.020 0.568
H -1.09542 0.34445 5.29458 0.020 0.007 0.003 0.512
H -1.48720 0.34457 2.83537 0.032 -0.035 -0.006 0.111
H 2.84174 -0.62258 -1.48236 -0.028 -0.006 -0.022 0.546
H 5.26125 -1.03235 -1.02682 -0.002 -0.001 0.013 0.482
H 6.04445 -1.05594 1.35510 -0.012 0.006 -0.017 0.579
O 0.55273 -0.78828 -1.99704 -0.208 0.384 0.059 0.161
C 0.39993 -1.73387 -2.82187 0.033 -0.143 0.029 0.385
C -0.00254 -1.45313 -4.24669 -0.004 0.008 0.000 -1.071
C -1.26932 -2.20372 -4.75323 0.065 0.014 0.036 -0.835
C -1.91953 -3.13187 -3.72645 0.028 0.038 0.041 -0.190
C -1.11510 -4.41039 -3.48873 -0.046 0.013 0.011 -0.617
C 0.37714 -4.13393 -3.34626 0.124 0.152 0.113 -0.846
N 0.65181 -2.98084 -2.47637 -0.087 -0.177 -0.060 0.096
H 0.85840 -1.70743 -4.87121 0.003 0.022 -0.002 0.407
H -0.13312 -0.37604 -4.31649 -0.017 0.024 -0.033 0.341
H -1.00645 -2.77686 -5.64396 -0.031 0.010 -0.012 0.316
H -1.99510 -1.45806 -5.07433 -0.006 0.008 0.006 0.429
H -2.92294 -3.39819 -4.05869 0.010 -0.009 -0.034 0.476
H -2.04794 -2.59677 -2.78009 -0.014 -0.039 -0.051 -0.160
H -1.23609 -5.09218 -4.33372 -0.029 -0.008 0.020 0.362
H -1.49043 -4.92708 -2.60389 0.006 0.011 0.013 0.321
H 0.82658 -3.93433 -4.31868 0.023 0.002 -0.024 0.315
H 0.90224 -4.98597 -2.92238 0.008 -0.033 -0.007 0.484
H 0.86681 -3.13704 -1.49828 0.001 -0.022 -0.029 0.293
Te 0.83468 1.96728 -1.25794 0.279 0.254 -0.604 0.888
C 0.70622 3.74394 -0.26606 -0.070 -0.029 0.112 0.486
C -0.06875 3.87586 0.89344 0.041 0.199 0.083 0.082
C -0.13364 5.11064 1.51257 0.005 -0.049 -0.027 -0.781
C 0.56466 6.19385 0.98247 -0.007 0.045 0.029 -0.462
C 1.33713 6.05525 -0.16524 0.022 -0.055 -0.035 -0.638
C 1.41534 4.82676 -0.79993 -0.022 0.217 0.106 -0.745
H -0.60446 3.02714 1.29836 0.003 -0.012 -0.031 0.317
H -0.72689 5.23547 2.40883 0.015 0.010 -0.008 0.443
H 0.50625 7.15746 1.47220 0.004 -0.021 -0.009 0.418
H 1.87888 6.90247 -0.56365 -0.020 -0.004 0.006 0.416
H 2.01420 4.72174 -1.69733 -0.011 -0.022 0.023 0.407
C -5.13810 1.52793 -0.18496 0.112 -0.051 0.104 -1.165
N -3.81367 1.01205 0.19905 -0.115 0.008 0.051 0.182
C -3.76945 -0.00419 1.25627 -0.129 0.166 -0.134 -1.178
C -2.69994 1.47566 -0.33415 0.149 -0.188 0.133 0.525
C -2.80299 2.53622 -1.39233 0.000 -0.016 -0.014 -1.464
O -1.57051 1.06584 0.08281 -0.017 0.273 -0.046 0.357
H -5.83751 1.27375 0.60567 -0.009 0.012 -0.010 0.456
H -5.47953 1.07376 -1.11430 -0.001 -0.016 -0.014 0.338
H -5.12313 2.60953 -0.28775 -0.003 -0.003 0.000 0.410
H -4.69894 -0.56551 1.23007 0.013 -0.030 0.010 0.542
H -3.67111 0.47062 2.23380 -0.057 0.023 0.007 0.325
H -2.94378 -0.67971 1.09273 0.123 -0.138 -0.041 0.325
H -3.61739 2.34276 -2.08741 0.026 -0.006 0.000 0.525
H -1.87333 2.60412 -1.94806 0.007 -0.033 -0.030 0.116
H -2.98524 3.50625 -0.92344 -0.009 -0.015 0.013 0.388
O -1.35870 -2.41307 1.89623 0.196 -0.397 -0.503 -0.585
Cl -0.91990 -2.95027 0.63505 -0.001 0.042 -0.243 1.881
O -1.50446 -2.15476 -0.46360 -0.080 -0.393 0.915 -0.648
O -1.15970 -4.33708 0.49032 0.146 0.574 -0.035 -0.632
O 0.57336 -2.67670 0.49265 -0.774 0.236 0.426 -0.726
```
Forces are in eV/Å.

## Properties
Highest occupied orbital energy (alpha / beta)   -14.17 / -14.18 eV
Maximum force   1.178 eV Å⁻¹
⟨S²⟩   6.02
Charge   +2
2S+1   5

***

(3)
The following is a DFT calculation (ωB97M-V/def2-TZVPD) of a structure of composition C28H31F6FeN7O5PS3.

XYZ file:
```
82
Properties=species:S:1:pos:R:3:forces:R:3:mulliken_charge:R:1
Fe 0.91517 -0.21954 0.11456 0.304 0.820 0.316 1.085
N -4.05708 4.97015 -2.78387 -0.027 -0.019 -0.012 -0.631
C -2.72140 4.53028 -2.62044 0.020 -0.019 0.000 0.985
C -1.78455 4.73037 -3.62987 -0.004 0.012 -0.006 -0.772
C -0.48533 4.26127 -3.48046 0.019 0.045 0.047 -0.290
C -0.12487 3.60109 -2.32100 -0.015 0.025 -0.004 -0.682
C -1.06073 3.36033 -1.32291 -0.007 -0.069 -0.018 -0.042
C -2.35341 3.82967 -1.47356 -0.012 -0.004 -0.026 -0.750
S 1.53379 3.01749 -2.04841 -0.094 0.009 -0.035 1.436
O 1.98724 3.64532 -0.83428 0.052 0.014 -0.011 -0.768
O 2.28265 3.29077 -3.25465 0.005 -0.015 0.000 -0.801
N 1.31839 1.46695 -1.72765 0.129 -0.015 0.006 -0.350
C 0.71215 0.65481 -2.58639 -0.157 0.051 -0.052 0.337
N 0.40205 -0.55028 -2.01785 -0.051 0.066 0.110 0.578
C -0.24321 -1.43846 -2.74724 0.036 -0.058 -0.030 0.071
C -0.59908 -1.19230 -4.06490 0.000 0.032 -0.007 -0.839
C -0.26320 0.06115 -4.55423 -0.006 -0.011 -0.010 -0.424
N 0.37009 0.98394 -3.85566 0.054 -0.020 0.031 -0.530
H -4.12802 5.79012 -3.36786 0.001 0.001 0.001 0.231
H -4.51622 5.13445 -1.90005 0.006 0.002 0.004 0.263
H -2.07878 5.24548 -4.53929 0.000 0.001 -0.001 0.254
H 0.25679 4.39247 -4.25712 -0.007 0.005 -0.003 0.488
H -0.77381 2.76293 -0.45845 -0.025 0.042 0.090 0.316
H -3.09177 3.62786 -0.70445 0.006 0.000 0.019 0.295
H -0.50051 -2.37037 -2.26418 -0.013 0.023 0.012 0.166
H -1.13242 -1.92263 -4.65498 0.006 -0.003 -0.009 0.380
H -0.52902 0.34328 -5.57177 -0.013 -0.003 -0.005 0.360
N -3.42976 -2.06276 0.65138 -0.105 0.025 0.042 -0.061
C -3.75014 -0.97841 -0.15251 0.054 -0.041 -0.024 0.582
C -4.75688 -0.10419 0.28450 0.036 0.030 0.025 -0.411
C -5.12027 0.94158 -0.53363 0.024 0.000 -0.004 -0.559
C -4.47076 1.11218 -1.75083 -0.006 0.016 -0.028 -0.570
C -3.48899 0.19633 -2.08498 -0.012 0.013 0.010 -0.311
N -3.14974 -0.84406 -1.32781 -0.006 -0.035 -0.020 -0.207
C -2.24258 -2.80273 0.69888 0.023 -0.007 0.027 0.165
C -2.24205 -3.98496 1.44897 -0.104 0.044 -0.040 -0.899
C -1.08872 -4.74310 1.47427 0.092 0.012 -0.034 -0.295
C 0.01985 -4.30988 0.76188 -0.041 0.047 0.160 -1.377
C -0.08044 -3.09590 0.10143 0.286 -0.474 0.053 0.482
N -1.17878 -2.35806 0.05873 -0.356 0.008 -0.095 0.522
H -4.01194 -2.17033 1.46334 0.014 0.050 0.012 0.256
H -5.20537 -0.23462 1.26197 0.013 0.005 0.001 0.254
H -5.88493 1.63936 -0.21278 -0.007 -0.001 0.003 0.365
H -4.69755 1.93893 -2.40995 0.016 0.032 0.004 0.458
H -2.93854 0.29750 -3.01615 0.006 -0.024 0.006 0.329
H -3.13518 -4.29518 1.97919 -0.001 -0.006 -0.010 0.375
H -1.05802 -5.66383 2.04562 -0.001 -0.005 0.004 0.369
H 0.96019 -4.84293 0.76433 -0.001 0.001 -0.017 0.453
H 0.78790 -2.71281 -0.41855 0.067 -0.059 -0.061 -0.081
C 6.54199 -3.53368 1.28641 -0.006 0.012 -0.006 -0.841
C 6.42922 -2.44343 0.23452 -0.001 0.033 0.009 -0.360
O 5.60795 -1.36291 0.65587 0.042 -0.032 -0.061 -0.363
P 3.97675 -1.45148 0.57674 -0.127 -0.032 0.019 0.620
S 3.36053 0.41708 0.77311 0.042 -0.228 -0.109 -0.526
S 3.38960 -2.50188 -0.98966 0.142 -0.015 0.017 -0.556
O 3.64484 -2.38251 1.86353 -0.062 0.092 -0.035 -0.276
C 3.49134 -1.83788 3.17426 0.056 0.012 0.007 0.124
C 2.65750 -2.80223 3.98796 0.034 0.020 -0.045 -1.126
H 7.25460 -4.29600 0.95789 0.000 0.002 -0.001 0.430
H 5.57232 -4.00132 1.44999 -0.004 -0.010 0.004 0.125
H 6.88840 -3.11647 2.23441 -0.002 -0.002 0.001 0.233
H 6.03473 -2.85342 -0.69868 0.000 -0.001 -0.002 0.303
H 7.40895 -2.00171 0.03451 0.006 -0.005 0.004 0.291
H 3.00200 -0.86618 3.10774 -0.027 -0.009 -0.019 -0.112
H 4.48747 -1.70550 3.61672 -0.016 0.039 -0.003 0.400
H 1.68293 -2.90552 3.51382 -0.051 -0.002 -0.022 0.050
H 2.51948 -2.41050 4.99880 -0.009 0.000 0.000 0.381
H 3.14445 -3.77959 4.05324 -0.032 0.005 -0.013 0.357
C -0.21288 3.16553 2.40870 0.018 -0.025 -0.014 -2.202
C -0.33209 1.63442 2.23841 0.074 0.162 0.059 1.839
O -0.22696 1.28776 0.93426 -0.147 -0.230 -0.086 0.059
C -1.74160 1.23988 2.74710 0.002 -0.026 -0.019 0.300
F -1.96575 1.59243 4.04685 0.001 -0.003 -0.009 -0.366
F -2.00936 -0.06918 2.65595 -0.031 0.002 -0.027 -0.207
F -2.70232 1.87560 2.03550 -0.051 -0.019 -0.015 -0.262
C 0.71987 0.97140 3.15127 -0.022 -0.033 -0.011 -0.465
F 0.84760 -1.28284 1.68133 -0.044 -0.253 0.009 -0.653
F 0.30438 0.09585 4.07690 0.002 -0.010 0.001 -0.292
F 1.59201 1.80254 3.75549 0.016 0.012 0.015 -0.312
H -0.99027 3.63985 1.81226 -0.005 0.004 -0.047 0.388
H 0.75649 3.46687 2.01619 -0.011 -0.007 -0.028 0.424
H -0.30640 3.48631 3.44828 0.015 0.005 0.004 0.391
```
Forces are in eV/Å.

## Properties
Highest occupied orbital energy (alpha / beta)   -2.28 / -1.98 eV
Maximum force   0.930 eV Å⁻¹
⟨S²⟩   8.76
Charge   -2
2S+1   6

***

What did we get for ΔE to the lowest compared entry with this formula, charge and spin? Answer: 0.0; 29.4; 35.8 kcal per mole, in the order shown.
What did we get for DFT total energy? Answer: -2954.34775; -3119.05519; -5244.13110 hartree, in the order shown.